Below is a structure of composition C47H43CoN7O4S2, with properties calculated with ωB97M-V/def2-TZVPD.

```
104
Properties=species:S:1:pos:R:3:mulliken_spin:R:1
Co 1.640 -1.656 0.309 0.97
S 2.669 -3.007 -1.492 0.05
S -2.058 3.092 0.434 0.00
O -3.300 0.619 -0.828 0.00
O 1.555 0.644 -3.637 0.00
O -0.800 2.442 0.896 0.00
O -3.388 -2.894 -0.823 0.00
N 3.881 -3.702 0.868 -0.01
N 4.669 -4.661 -1.006 0.00
N -0.973 0.585 -2.273 0.00
N -1.230 -1.446 -1.219 0.00
N 1.431 -0.919 2.310 0.02
N 3.005 -2.837 1.410 0.02
N 0.765 -0.327 -0.940 -0.01
C 0.479 -0.081 2.712 0.00
C -3.425 0.426 -2.164 0.00
C 2.242 1.370 -0.091 0.00
C 1.831 -1.528 4.578 0.00
C 3.069 -2.618 2.679 0.01
C -0.065 -3.667 1.499 0.01
C -2.278 -3.192 -0.036 0.00
C 4.923 -2.589 4.355 0.00
C -3.513 0.167 -4.940 0.00
C -0.529 3.560 -1.809 0.00
C 2.095 -1.647 3.218 0.00
C -2.339 -4.185 0.917 0.00
C -3.247 6.464 2.312 0.00
C -2.062 4.733 1.157 0.00
C -2.230 0.418 -2.910 0.00
C 0.029 -2.648 0.540 -0.06
C 1.658 0.740 -1.193 0.01
C 4.010 -3.311 3.594 0.00
C 3.160 2.395 -0.234 0.01
C -0.368 3.851 -3.158 0.00
C -0.892 5.481 1.195 0.00
C -1.212 -4.422 1.694 0.00
C 2.990 2.192 -2.609 0.00
C -1.804 3.569 -1.274 0.00
C -4.440 0.412 -0.010 0.00
C -2.917 3.840 -2.056 0.00
C 1.797 -0.749 -3.889 0.00
C 4.831 -5.350 4.581 0.00
C -0.909 6.727 1.794 0.00
C -4.679 0.130 -4.197 0.00
C -2.748 4.129 -3.401 0.00
C -3.235 5.207 1.718 0.00
C 5.744 -4.623 5.336 0.00
C -1.474 4.132 -3.950 0.00
C -2.294 0.298 -4.289 0.00
C -0.434 -0.386 -1.448 0.01
C 0.159 0.096 4.049 0.00
C -4.641 0.255 -2.814 0.00
C -2.087 7.220 2.348 0.00
C 5.790 -3.242 5.219 0.00
C -3.440 -3.659 -2.028 0.00
C 3.533 2.820 -1.501 0.00
C 2.077 1.156 -2.467 -0.01
C -1.117 -2.430 -0.217 -0.01
C 0.851 -0.642 4.994 0.00
C 3.768 -3.810 -0.451 -0.01
C 3.973 -4.698 3.711 0.00
H 5.169 -5.268 -0.377 0.00
H 4.510 -4.959 -1.951 0.00
H 3.274 -5.260 3.105 0.00
H 2.805 -1.024 -3.583 0.00
H -0.616 0.796 4.328 0.00
H -0.031 0.477 1.935 0.01
H -0.285 1.058 -2.844 0.00
H 3.269 2.479 -3.615 0.00
H 6.504 -2.672 5.800 0.00
H -2.446 -3.754 -2.472 0.00
H -2.156 -1.398 -1.612 0.00
H -0.004 7.321 1.831 0.00
H 4.249 3.621 -1.628 0.00
H -3.610 4.334 -4.022 0.00
H -3.545 0.075 -6.017 0.00
H -1.229 -5.198 2.449 0.00
H 0.313 3.295 -1.180 0.00
H 3.575 2.866 0.648 0.00
H -1.343 4.343 -5.004 0.00
H 1.923 1.067 0.894 -0.01
H -3.839 -4.657 -1.832 0.00
H 4.957 -1.509 4.266 0.00
H -5.561 0.237 -2.248 0.00
H 2.373 -2.134 5.289 0.00
H -4.097 0.544 1.013 0.00
H 0.017 5.075 0.769 0.00
H 0.622 3.841 -3.591 0.00
H -4.826 -0.602 -0.137 0.00
H -4.131 4.597 1.693 0.00
H -3.255 -4.748 1.039 0.00
H 6.417 -5.134 6.012 0.00
H -5.222 1.144 -0.227 0.00
H -5.635 0.007 -4.690 0.00
H 1.680 -0.884 -4.962 0.00
H -1.365 0.304 -4.848 0.00
H 4.793 -6.428 4.668 0.00
H -4.099 -3.131 -2.718 0.00
H -3.910 3.809 -1.620 0.00
H 1.089 -1.387 -3.359 0.00
H 0.627 -0.539 6.048 0.00
H -4.160 6.845 2.752 0.00
H -2.095 8.196 2.814 0.00
H 0.798 -3.890 2.113 0.00
```

Properties
- orbital gap (alpha / beta) (eV) = 6.63 / 7.26
- relative energy (zero: lowest compared OMol25 entry of this formula, charge and spin) (kcal per mole) = 20.3
- E_HOMO (alpha / beta) (eV) = -6.40 / -7.01
- 2S+1 = 2